# 1
Density functional theory data (ωB97M-V/def2-TZVPD) for 10 unconnected molecules or ions with the total composition C28H76O12.

Geometry as XYZ:
```
116
Properties=species:S:1:pos:R:3
C 8.57 8.16 15.14
C 7.74 9.25 15.85
C 7.22 8.77 17.26
O 8.59 10.39 16.06
H 9.26 7.67 15.84
H 9.20 8.50 14.32
H 7.86 7.36 14.91
H 6.96 9.53 15.14
H 6.78 7.78 17.20
H 6.36 9.42 17.45
H 7.99 8.67 18.02
H 8.11 11.03 16.59
C 10.88 8.74 18.61
C 10.43 8.73 20.05
C 11.20 7.80 20.96
O 10.66 10.02 20.63
H 10.72 7.76 18.15
H 11.97 8.85 18.60
H 10.41 9.59 18.12
H 9.35 8.59 20.08
H 10.67 7.77 21.92
H 12.22 8.16 21.08
H 11.20 6.83 20.47
H 11.54 10.31 20.39
C 14.82 9.26 8.10
C 14.16 9.22 9.49
C 13.43 10.47 9.86
O 13.32 8.09 9.64
H 14.10 9.48 7.31
H 15.17 8.27 7.81
H 15.55 10.06 8.00
H 14.99 9.06 10.17
H 14.11 11.30 10.06
H 12.84 10.40 10.77
H 12.80 10.83 9.05
H 12.68 8.26 8.95
C 12.48 6.34 13.83
C 13.36 6.74 12.60
C 14.85 6.72 12.87
O 13.03 5.99 11.43
H 12.92 5.48 14.33
H 11.45 6.13 13.52
H 12.43 7.16 14.56
H 13.02 7.75 12.36
H 15.14 5.70 13.10
H 15.14 7.38 13.69
H 15.47 7.04 12.03
H 13.00 6.60 10.70
C 13.07 14.64 12.59
C 14.24 14.52 13.48
C 15.60 14.43 12.75
O 14.35 15.70 14.25
H 13.33 15.31 11.77
H 12.17 14.89 13.15
H 12.96 13.68 12.10
H 14.12 13.67 14.15
H 16.47 14.42 13.40
H 15.70 15.33 12.14
H 15.68 13.63 12.02
H 14.00 16.44 13.74
C 10.98 11.39 13.73
C 11.62 10.10 14.33
C 13.14 10.16 14.23
O 11.40 10.04 15.69
H 9.89 11.36 13.75
H 11.29 11.62 12.71
H 11.19 12.24 14.37
H 11.31 9.23 13.76
H 13.58 9.19 14.45
H 13.62 10.95 14.81
H 13.37 10.36 13.19
H 10.49 10.23 15.91
C 7.58 7.46 11.44
C 8.59 8.52 11.07
C 10.04 7.99 11.18
O 8.27 8.90 9.71
H 7.62 6.59 10.78
H 6.60 7.95 11.41
H 7.73 7.07 12.45
H 8.44 9.28 11.83
H 10.24 7.38 12.07
H 10.70 8.86 11.21
H 10.21 7.34 10.32
H 8.86 9.64 9.50
C 15.93 8.25 16.91
C 17.40 8.65 16.62
C 18.16 7.92 15.52
O 17.50 10.07 16.30
H 15.35 8.50 16.02
H 15.50 8.87 17.69
H 15.78 7.22 17.24
H 17.97 8.52 17.54
H 17.70 7.78 14.55
H 18.50 6.98 15.96
H 19.08 8.48 15.35
H 17.19 10.61 17.03
O 16.26 12.23 17.54
C 16.54 13.04 16.36
C 16.18 14.53 16.68
O 14.81 14.78 16.76
H 15.32 12.05 17.58
H 17.59 12.91 16.08
H 15.95 12.69 15.52
H 16.55 15.26 15.96
H 16.51 14.83 17.67
H 14.56 14.88 15.84
O 13.64 11.19 17.31
C 12.72 12.09 17.93
C 13.21 12.28 19.41
O 13.21 11.02 20.11
H 13.12 10.81 16.61
H 12.54 13.05 17.43
H 11.74 11.61 17.98
H 12.46 12.75 20.04
H 14.12 12.88 19.38
H 14.04 10.59 19.89
```

The value obtained for the energy relative to the best compared isomer or geometry (same formula, charge and spin) is 27.08 kcal/mol. As for the frontier orbital gap: 9.6 eV. The value obtained for the HOMO energy is -9.413 eV. Its multiplicity is 1. As for the SMILES: CC(C)O.CC(C)O.CC(C)O.CC(C)O.CC(C)O.CC(C)O.CC(C)O.CC(C)O.OCCO.OCCO.

=====

# 2
Density functional theory data (ωB97M-V/def2-TZVPD) for 7 unconnected molecules or ions with the total composition C28H77N7O7.

Geometry as XYZ:
```
119
Properties=species:S:1:pos:R:3
C 5.73 6.26 -2.06
O 6.61 6.95 -3.06
C 5.92 7.28 -4.29
C 6.23 6.20 -5.30
C 7.70 6.27 -5.88
N 5.42 6.39 -6.49
H 5.52 7.08 -1.37
H 6.37 5.51 -1.59
H 4.88 5.77 -2.53
H 4.85 7.36 -4.10
H 6.32 8.27 -4.53
H 6.00 5.21 -4.90
H 8.41 6.23 -5.05
H 7.99 7.16 -6.44
H 7.91 5.37 -6.45
H 4.45 6.19 -6.28
H 5.60 5.57 -7.05
C 1.64 4.97 2.38
O 0.44 4.40 2.90
C 0.68 3.36 3.79
C -0.70 2.69 4.36
C -0.43 1.58 5.38
N -1.55 2.18 3.34
H 1.45 5.66 1.56
H 2.23 4.14 2.01
H 2.02 5.63 3.16
H 1.31 2.65 3.25
H 1.17 3.73 4.69
H -1.33 3.46 4.80
H -1.36 1.08 5.64
H -0.04 1.94 6.34
H 0.25 0.82 4.99
H -1.73 2.96 2.73
H -2.48 1.85 3.60
C -3.54 -5.92 -2.13
O -4.00 -4.81 -1.30
C -4.51 -3.66 -1.95
C -5.12 -2.63 -0.85
C -6.59 -2.81 -0.51
N -5.06 -1.29 -1.45
H -4.39 -6.30 -2.68
H -3.13 -6.72 -1.51
H -2.84 -5.60 -2.90
H -3.81 -3.15 -2.60
H -5.40 -3.93 -2.52
H -4.52 -2.57 0.06
H -6.75 -3.59 0.23
H -7.25 -2.86 -1.37
H -7.07 -1.96 -0.02
H -5.68 -0.62 -1.02
H -5.53 -1.41 -2.34
C -7.72 2.78 -0.75
O -6.53 3.01 -1.49
C -5.56 3.82 -0.79
C -4.36 4.01 -1.75
C -3.38 5.08 -1.26
N -4.90 4.42 -3.05
H -7.48 2.62 0.30
H -8.32 1.93 -1.05
H -8.31 3.70 -0.76
H -5.99 4.80 -0.61
H -5.17 3.39 0.14
H -3.94 3.02 -1.91
H -2.60 5.28 -1.99
H -2.86 4.93 -0.32
H -3.96 5.99 -1.11
H -4.68 3.70 -3.71
H -5.86 4.12 -2.92
C 4.11 -6.81 3.64
O 4.11 -6.88 2.21
C 4.42 -5.65 1.62
C 4.23 -5.68 0.06
C 4.42 -4.41 -0.70
N 2.88 -6.13 -0.22
H 4.20 -7.85 3.97
H 3.28 -6.32 4.15
H 4.97 -6.41 4.17
H 3.77 -4.90 2.07
H 5.44 -5.42 1.92
H 4.86 -6.47 -0.37
H 4.13 -4.50 -1.74
H 5.44 -4.03 -0.79
H 3.84 -3.55 -0.35
H 2.18 -5.44 0.01
H 2.81 -6.77 0.56
C -0.88 -3.99 6.49
O -1.38 -4.29 5.19
C -0.57 -4.00 4.05
C -1.38 -4.82 2.99
C -1.06 -6.26 3.08
N -0.86 -4.40 1.74
H -1.51 -4.40 7.28
H -0.89 -2.91 6.64
H 0.16 -4.32 6.61
H -0.58 -2.93 3.87
H 0.46 -4.35 4.03
H -2.44 -4.61 3.16
H -0.10 -6.67 2.75
H -1.68 -6.75 2.33
H -1.29 -6.66 4.06
H -0.92 -3.39 1.73
H -1.49 -4.65 0.98
C 3.00 1.33 -2.03
O 1.73 1.68 -2.50
C 0.66 1.51 -1.59
C 0.54 0.06 -1.09
C 0.37 -0.90 -2.25
N -0.63 -0.20 -0.22
H 3.78 1.82 -2.61
H 3.24 0.28 -2.20
H 3.16 1.50 -0.97
H 0.83 2.22 -0.78
H -0.26 1.69 -2.15
H 1.43 -0.23 -0.55
H 1.27 -0.95 -2.85
H -0.46 -0.53 -2.85
H 0.30 -1.96 -1.98
H -0.80 0.51 0.48
H -1.51 -0.17 -0.71
```

The value obtained for the energy relative to the best compared isomer or geometry (same formula, charge and spin) is 111.22 kcal/mol. As for the frontier orbital gap: 9.4 eV. The value obtained for the HOMO energy is -9.038 eV. Its multiplicity is 1. As for the SMILES: COC[C@H](C)N.COC[C@H](C)N.COC[C@H](C)N.COC[C@H](C)N.COC[C@H](C)N.COC[C@H](C)N.COC[C@H](C)N.

=====

# 3
Density functional theory data (ωB97M-V/def2-TZVPD) for 7 unconnected molecules or ions with the total composition C28H77N7O7.

Geometry as XYZ:
```
119
Properties=species:S:1:pos:R:3
C 0.69 4.34 -0.98
O 0.74 3.00 -1.40
C 1.30 2.09 -0.45
C 0.67 0.73 -0.69
C -0.86 0.71 -0.50
N 1.26 -0.28 0.24
H 0.50 4.99 -1.83
H 1.66 4.68 -0.59
H -0.03 4.55 -0.19
H 2.37 2.14 -0.66
H 1.10 2.34 0.60
H 0.83 0.33 -1.69
H -1.34 -0.23 -0.77
H -1.44 1.53 -0.92
H -1.07 0.83 0.58
H 0.68 -0.21 1.07
H 0.98 -1.17 -0.18
C -1.64 -2.68 -2.48
O -2.45 -2.45 -1.34
C -2.91 -3.63 -0.73
C -3.26 -3.44 0.71
C -3.84 -4.70 1.34
N -4.26 -2.34 0.95
H -1.27 -1.71 -2.83
H -2.31 -3.04 -3.27
H -0.74 -3.28 -2.29
H -3.77 -4.05 -1.28
H -2.12 -4.40 -0.79
H -2.36 -3.11 1.25
H -4.63 -5.10 0.72
H -4.01 -4.54 2.40
H -3.07 -5.49 1.39
H -4.97 -2.48 0.23
H -3.74 -1.49 0.74
C 3.57 -6.24 4.34
O 2.25 -5.83 4.06
C 2.10 -5.42 2.73
C 0.82 -4.58 2.62
C 0.63 -4.01 1.24
N 0.73 -3.47 3.57
H 3.85 -7.10 3.72
H 3.72 -6.55 5.38
H 4.23 -5.40 4.09
H 2.90 -4.72 2.45
H 2.06 -6.26 2.04
H -0.02 -5.25 2.88
H 0.44 -4.79 0.49
H 1.52 -3.51 0.84
H -0.22 -3.34 1.07
H 1.41 -2.74 3.40
H 0.92 -3.82 4.51
C -2.31 5.99 -3.25
O -3.21 6.06 -4.33
C -2.83 7.07 -5.24
C -1.69 6.64 -6.17
C -1.32 7.73 -7.15
N -2.07 5.44 -6.92
H -2.74 5.18 -2.65
H -2.16 6.88 -2.63
H -1.29 5.64 -3.46
H -3.64 7.38 -5.91
H -2.60 8.02 -4.73
H -0.82 6.40 -5.56
H -1.01 8.65 -6.65
H -2.13 7.99 -7.84
H -0.48 7.45 -7.79
H -2.27 4.69 -6.27
H -2.91 5.60 -7.47
C 2.10 0.41 5.92
O 2.28 1.00 4.64
C 2.18 0.05 3.57
C 3.26 -1.03 3.57
C 4.63 -0.38 3.63
N 3.15 -1.83 2.34
H 1.09 0.01 6.04
H 2.34 1.17 6.66
H 2.85 -0.37 6.05
H 1.19 -0.41 3.67
H 2.28 0.67 2.68
H 3.09 -1.71 4.41
H 5.44 -1.11 3.68
H 4.82 0.24 4.51
H 4.84 0.20 2.73
H 2.54 -1.47 1.61
H 4.07 -1.86 1.91
C -5.36 3.27 4.18
O -4.25 3.03 3.33
C -4.03 4.13 2.47
C -3.03 3.66 1.40
C -1.66 3.31 2.02
N -2.82 4.72 0.42
H -5.54 2.45 4.86
H -6.23 3.45 3.53
H -5.18 4.17 4.78
H -4.91 4.49 1.94
H -3.53 4.90 3.07
H -3.50 2.89 0.78
H -1.21 4.21 2.42
H -1.06 2.87 1.23
H -1.77 2.63 2.87
H -2.36 4.39 -0.41
H -2.40 5.54 0.82
C 2.07 -2.27 -4.67
O 3.04 -2.84 -3.81
C 2.48 -3.37 -2.63
C 3.52 -4.21 -1.88
C 4.82 -3.48 -1.63
N 3.84 -5.44 -2.66
H 1.64 -1.36 -4.26
H 1.18 -2.92 -4.70
H 2.46 -2.21 -5.67
H 2.11 -2.56 -1.99
H 1.63 -3.99 -2.95
H 3.01 -4.59 -0.99
H 5.57 -4.11 -1.16
H 4.65 -2.59 -1.02
H 5.14 -3.00 -2.56
H 2.98 -5.77 -3.10
H 4.45 -5.12 -3.41
```

The value obtained for the energy relative to the best compared isomer or geometry (same formula, charge and spin) is 42.99 kcal/mol. As for the frontier orbital gap: 9.4 eV. The value obtained for the HOMO energy is -8.808 eV. Its multiplicity is 1. As for the SMILES: COC[C@H](C)N.COC[C@H](C)N.COC[C@H](C)N.COC[C@H](C)N.COC[C@H](C)N.COC[C@H](C)N.COC[C@H](C)N.

=====

# 4
Density functional theory data (ωB97M-V/def2-TZVPD) for 9 unconnected molecules or ions with the total composition C28H78N4O9.

Geometry as XYZ:
```
119
Properties=species:S:1:pos:R:3
C 1.72 -2.64 0.80
O 1.97 -1.28 0.55
C 0.85 -0.41 0.76
C -0.41 -0.71 -0.09
C -0.11 -0.35 -1.53
N -1.60 0.13 0.27
H 0.89 -3.02 0.20
H 1.50 -2.83 1.86
H 2.63 -3.23 0.68
H 0.58 -0.41 1.82
H 1.26 0.57 0.52
H -0.80 -1.69 0.17
H -0.93 -0.51 -2.22
H 0.73 -0.97 -1.88
H 0.18 0.70 -1.57
H -1.21 1.07 0.40
H -1.96 -0.07 1.21
C -4.08 5.37 -1.26
O -4.51 5.25 0.07
C -3.52 4.83 0.97
C -3.20 3.33 0.91
C -4.39 2.40 0.76
N -2.44 3.03 2.13
H -3.95 4.44 -1.82
H -3.11 5.90 -1.29
H -4.80 6.01 -1.78
H -2.56 5.35 1.02
H -4.00 4.97 1.95
H -2.62 3.17 0.00
H -4.83 2.46 -0.24
H -5.22 2.58 1.44
H -4.04 1.36 0.79
H -2.90 3.38 2.96
H -2.35 2.03 2.29
C 4.80 -3.17 -1.49
O 6.18 -3.38 -1.69
C 6.60 -3.12 -3.00
C 8.09 -3.28 -3.19
C 8.89 -2.36 -2.28
N 8.55 -3.20 -4.55
H 4.20 -3.43 -2.37
H 4.69 -2.10 -1.29
H 4.35 -3.75 -0.69
H 6.05 -3.73 -3.73
H 6.36 -2.10 -3.36
H 8.32 -4.29 -2.81
H 8.61 -1.30 -2.41
H 9.96 -2.48 -2.43
H 8.67 -2.49 -1.22
H 7.95 -3.74 -5.17
H 8.57 -2.27 -4.97
C -1.49 -3.82 2.29
O -1.46 -2.67 3.11
C -2.69 -1.96 3.17
C -2.45 -0.72 4.03
C -3.72 -0.01 4.48
N -1.61 0.26 3.29
H -2.44 -4.36 2.34
H -0.71 -4.46 2.68
H -1.32 -3.55 1.24
H -3.05 -1.82 2.14
H -3.51 -2.58 3.57
H -1.84 -1.01 4.89
H -3.45 0.88 5.04
H -4.28 -0.65 5.17
H -4.30 0.15 3.57
H -0.74 -0.24 3.13
H -1.34 0.92 4.02
C -5.52 -1.38 -0.44
C -4.28 -2.10 -0.97
C -4.64 -3.22 -1.95
O -3.41 -1.19 -1.60
H -6.02 -1.97 0.33
H -6.23 -1.11 -1.22
H -5.16 -0.52 0.13
H -3.83 -2.64 -0.12
H -3.77 -3.52 -2.52
H -5.37 -2.88 -2.69
H -5.12 -4.06 -1.44
H -2.95 -0.65 -0.92
C 4.83 -1.67 3.69
C 4.08 -0.33 3.63
C 4.77 0.61 2.64
O 2.75 -0.56 3.18
H 4.33 -2.30 4.42
H 5.89 -1.59 3.91
H 4.74 -2.15 2.71
H 4.11 0.16 4.61
H 4.24 1.56 2.56
H 4.83 0.18 1.64
H 5.78 0.86 2.99
H 2.81 -0.87 2.27
C -3.35 1.82 -3.44
C -3.44 0.81 -4.58
C -2.10 0.37 -5.12
O -4.25 -0.28 -4.18
H -2.82 2.70 -3.81
H -2.69 1.41 -2.67
H -4.32 2.06 -2.99
H -4.02 1.26 -5.39
H -1.63 -0.28 -4.37
H -1.49 1.20 -5.47
H -2.29 -0.20 -6.03
H -3.97 -0.65 -3.32
C 2.31 3.02 -0.40
C 1.03 3.71 0.00
C 0.11 3.98 -1.20
O 0.35 2.88 0.94
H 2.14 2.01 -0.80
H 3.00 2.97 0.44
H 2.81 3.42 -1.28
H 1.32 4.68 0.43
H -0.22 3.04 -1.64
H 0.67 4.60 -1.91
H -0.78 4.54 -0.89
H -0.52 3.23 1.17
O 1.32 1.85 3.36
H 1.18 1.86 2.39
H 1.63 0.95 3.53
```

The value obtained for the energy relative to the best compared isomer or geometry (same formula, charge and spin) is 0.00 kcal/mol. As for the frontier orbital gap: 10.0 eV. The value obtained for the HOMO energy is -9.428 eV. Its multiplicity is 1. As for the SMILES: COC[C@H](C)N.COC[C@H](C)N.COC[C@H](C)N.COC[C@H](C)N.CC(C)O.CC(C)O.CC(C)O.CC(C)O.O.

=====

Q: Which of these has the highest frontier orbital gap?
A: C28H78N4O9

=====

Q: multiplicity of number 4 (C28H78N4O9)?
A: 1

=====

Q: Look up the HOMO of the first one.
A: -9.413 eV